C8H16Cl3CoO4Si as an isolated structure in a non-equilibrium geometry. Source: OMol25; level of theory: wB97M-V/def2-TZVPD.

XYZ file:
```
33
Properties=species:S:1:pos:R:3:forces:R:3:nbo_charge:R:1
Co -0.5581 0.5432 0.3698 1.668 -1.422 -1.106 1.4920
C 0.7793 -1.2901 2.2436 -0.225 -0.248 0.018 -0.0996
C 0.1520 -2.3249 1.3249 0.208 0.008 0.235 -0.1012
O -0.7560 -1.6086 0.4770 -0.102 0.491 0.060 -0.6128
C -1.1773 -2.3037 -0.7046 -0.131 0.007 -0.281 -0.1013
C -1.7582 -1.2493 -1.6311 -0.104 -0.239 0.194 -0.0994
O -0.9283 -0.0760 -1.6133 -0.088 0.305 0.432 -0.6006
C 0.2655 -0.1003 -2.4120 0.284 0.151 -0.064 -0.1045
C 0.9645 1.2102 -2.1123 -0.232 -0.042 -0.303 -0.0947
O 1.0653 1.3978 -0.6871 -0.497 -0.277 0.320 -0.6058
C 2.3283 1.1914 -0.0249 0.182 -0.045 0.335 -0.0949
C 2.3125 -0.1288 0.7186 0.181 0.154 -0.231 -0.1045
O 1.1036 -0.1066 1.4947 -0.440 0.315 -0.089 -0.6013
H 1.6626 -1.6893 2.7403 0.027 0.056 0.014 0.2388
H 0.0603 -0.9660 2.9955 0.067 0.026 0.038 0.2265
H -0.3838 -3.0677 1.9176 -0.017 -0.025 -0.046 0.2363
H 0.8985 -2.8370 0.7131 -0.043 0.038 -0.084 0.2012
H -1.9418 -3.0429 -0.4614 0.035 -0.026 0.035 0.2363
H -0.3232 -2.8174 -1.1521 0.059 0.036 0.073 0.2013
H -2.7304 -0.9179 -1.2668 -0.011 0.024 -0.077 0.2257
H -1.8671 -1.6328 -2.6447 -0.002 0.054 -0.029 0.2391
H 0.0021 -0.1448 -3.4697 -0.045 -0.045 0.008 0.2396
H 0.8845 -0.9656 -2.1578 -0.057 -0.017 0.057 0.1901
H 0.3491 2.0308 -2.4802 0.091 0.061 0.013 0.2315
H 1.9438 1.2566 -2.5844 0.045 0.010 0.063 0.2338
H 2.4248 2.0023 0.6967 0.023 0.061 -0.087 0.2317
H 3.1543 1.2398 -0.7317 -0.040 0.012 -0.065 0.2339
H 3.1765 -0.1890 1.3819 -0.026 -0.045 0.037 0.2396
H 2.3200 -0.9852 0.0381 -0.076 -0.017 0.029 0.1902
Cl -3.7272 2.1937 0.1653 0.453 -0.216 0.063 -0.2250
Si -2.1934 1.9119 1.4586 -1.532 1.337 1.046 0.8087
Cl -1.2606 3.6466 1.9280 0.036 -0.454 -0.219 -0.2194
Cl -2.8008 0.9137 3.1168 0.308 -0.027 -0.389 -0.2312
```
Positions in Å, forces in eV/Å.

Summary:
<S²>: 6.008
HOMO level (spin up / spin down): -0.61330 / -0.66335 Eh
orbital gap (spin up / spin down): 0.413 / 0.289 hartree
charge: +2
spin multiplicity: 5
E_LUMO (spin up / spin down): -0.2000 / -0.3741 hartree


A 2-piece molecular cluster, C8H16FIN4O4 overall in a non-equilibrium geometry. Source: OMol25; level of theory: wB97M-V/def2-TZVPD.

XYZ file:
```
34
Properties=species:S:1:pos:R:3:forces:R:3:nbo_charge:R:1
C -0.7650 0.7746 3.8954 0.210 -0.123 -0.226 -0.6151
C -0.6026 -0.1769 2.6996 -0.512 0.047 -0.020 -0.4506
C -0.7065 0.5528 1.3662 0.984 -0.904 0.014 -0.1416
I -2.7295 0.8714 0.8467 -0.783 1.248 0.238 0.1440
N -0.1651 -0.2559 0.2498 0.932 1.121 -1.076 -0.6460
C 0.5324 0.3625 -0.7141 -0.367 -0.004 1.454 0.7100
N 1.5925 1.1465 -0.2912 0.179 -0.124 -0.874 -0.5850
C 2.6503 0.4043 0.4295 -0.104 -0.069 -0.003 -0.3189
C 3.8409 1.3177 0.6236 0.034 0.109 0.176 0.4163
O 3.8550 2.1812 1.4496 -0.009 0.231 0.174 -0.4627
N 0.2616 0.2929 -2.0067 -0.096 -0.022 0.249 -0.5328
C -0.8549 -0.4106 -2.6362 0.153 -0.039 -0.664 -0.2763
C -1.2476 0.3537 -3.8895 -0.420 0.056 0.086 0.0566
F -2.1679 -0.4084 -4.5932 0.272 0.133 0.108 -0.3478
H -1.7355 0.6440 4.3657 -0.016 0.098 0.070 0.2236
H -0.6716 1.8136 3.5773 -0.039 0.065 0.075 0.2048
H 0.0162 0.5905 4.6309 -0.094 0.000 0.116 0.2179
H -1.4005 -0.9189 2.7218 0.227 -0.274 0.006 0.2384
H 0.3470 -0.7121 2.7232 0.087 0.066 0.011 0.2104
H -0.1722 1.4977 1.4272 -0.142 0.071 -0.233 0.2265
H -0.8551 -0.9772 -0.0718 -0.476 -0.551 0.130 0.4569
H 1.9993 1.6108 -1.0960 0.028 0.316 0.170 0.3688
H 2.9672 -0.4699 -0.1443 -0.088 -0.129 0.060 0.1976
H 2.2916 0.0942 1.4075 -0.080 0.009 -0.009 0.2409
H 4.7118 1.1540 -0.0287 0.123 -0.066 -0.167 0.1165
H 0.8969 0.7677 -2.6303 0.162 -0.238 -0.021 0.3996
H -1.7055 -0.5021 -1.9712 0.049 -0.049 0.276 0.2637
H -0.5187 -1.4007 -2.9353 -0.137 -0.188 0.195 0.2416
H -0.3866 0.5403 -4.5395 -0.017 -0.038 -0.023 0.1513
H -1.7280 1.3013 -3.6340 0.060 0.029 -0.054 0.1718
N -1.8895 -3.0418 -0.3125 0.084 0.095 0.075 0.7237
O -1.0035 -3.2631 -1.1535 0.045 0.226 0.033 -0.5313
O -2.5486 -3.9253 0.1988 -0.049 0.021 -0.019 -0.4327
O -2.1084 -1.8091 0.0350 -0.201 -1.127 -0.326 -0.6399
```
Positions in Å, forces in eV/Å.

Summary:
HOMO level: -0.31897 Eh
orbital gap: 0.297 hartree
E_LUMO: -0.0221 hartree


A 2-piece molecular cluster, C8H16FN2O overall in a non-equilibrium geometry. Source: OMol25; level of theory: wB97M-V/def2-TZVPD.

XYZ file:
```
28
Properties=species:S:1:pos:R:3:forces:R:3:nbo_charge:R:1
C -0.4992 0.6386 -0.6369 -0.984 0.163 1.680 0.2636
C -0.4020 -0.1604 0.4998 3.635 0.388 -2.282 0.3906
C 0.6795 0.7077 -1.3300 1.726 -2.121 -0.428 0.0208
C -1.1298 -2.0643 1.7900 0.153 0.204 -1.270 -0.5837
C -2.6882 -0.2272 1.1986 1.056 3.772 2.647 -0.5899
C -0.8111 0.1447 2.9520 0.404 2.351 0.464 -0.6043
C 2.8326 -0.4130 -1.1247 2.153 0.112 -1.134 -0.4588
C -1.2136 -0.5335 1.6400 -1.730 -0.943 0.369 -0.1713
N 1.5194 -0.1694 -0.7232 -2.117 2.736 -0.956 0.0501
N 1.2794 2.6762 -3.5750 3.537 -1.226 -1.720 -1.0767
O 1.0145 -0.7318 0.3761 -3.418 1.467 0.417 -0.2258
F -1.4966 1.4193 -1.0411 -0.214 -0.440 0.490 -0.2716
H 0.8343 1.2669 -2.3202 0.592 -0.518 1.572 0.3210
H -1.5245 -2.3928 0.7732 0.428 -0.556 1.632 0.2161
H -0.1120 -2.4673 1.9947 -0.767 0.322 -0.178 0.2278
H -1.7948 -2.2324 2.6289 -0.148 -0.831 -0.142 0.2333
H -2.9333 -0.5294 0.2468 -0.182 -0.585 -2.412 0.2162
H -2.7202 0.9498 1.2879 -0.587 -2.254 -0.434 0.2198
H -3.4753 -0.6445 1.8231 0.421 -0.019 0.553 0.2445
H -0.9753 1.3200 3.0200 0.254 -2.379 -0.618 0.2320
H 0.2919 -0.0102 2.9775 -0.741 0.060 0.878 0.2213
H -1.3773 -0.2397 3.8469 0.833 -0.045 -1.053 0.2488
H 3.3847 0.4767 -1.3860 -0.385 0.806 0.107 0.2500
H 3.5073 -0.9008 -0.4767 -0.069 -0.770 1.455 0.2647
H 2.8387 -0.9735 -2.0176 -0.190 -0.952 -1.089 0.2358
H 1.8010 2.3219 -4.4413 -1.122 -0.191 1.473 0.3743
H 1.6610 3.5980 -3.6564 -0.166 1.077 0.800 0.3851
H 0.3545 2.7205 -3.8560 -2.374 0.374 -0.821 0.3664
```
Positions in Å, forces in eV/Å.

Summary:
HOMO level: -0.51495 Eh
orbital gap: 0.355 hartree
charge: +1
E_LUMO: -0.1595 hartree